[1]
{
  "formula": "C42H45Br2CoN3O2Sb2",
  "method": "the ωB97M-V functional and the def2-TZVPD basis",
  "elements": ["Co", "Br", "C", "C", "C", "C", "C", "C", "C", "C", "C", "C", "H", "H", "H", "H", "H", "H", "C", "Sb", "C", "C", "C", "C", "C", "C", "C", "C", "C", "Sb", "C", "C", "H", "H", "H", "H", "H", "H", "H", "H", "H", "H", "H", "H", "H", "H", "H", "H", "H", "H", "H", "H", "N", "C", "C", "O", "O", "H", "H", "H", "H", "H", "N", "C", "C", "C", "C", "C", "C", "C", "C", "C", "C", "C", "C", "C", "H", "H", "H", "H", "H", "H", "H", "H", "H", "H", "Br", "C", "C", "C", "C", "N", "C", "H", "H", "H", "H"],
  "positions_angstrom": [[0.56021, 0.60599, -0.71616], [0.50886, 0.02154, -3.21480], [-0.41543, 1.63950, -3.63706], [-0.58110, 1.96840, -4.94720], [-1.36009, 3.10176, -5.26809], [-1.97378, 3.80964, -4.27743], [-1.82331, 3.44897, -2.91405], [-2.54240, 4.11860, -1.89614], [-2.43263, 3.69689, -0.60290], [-1.54583, 2.65127, -0.26369], [-0.75732, 1.99245, -1.18606], [-0.97503, 2.36654, -2.55299], [-0.14258, 1.36263, -5.72805], [-1.48810, 3.38054, -6.30552], [-2.60790, 4.65385, -4.52059], [-3.19819, 4.93722, -2.16710], [-3.01935, 4.17035, 0.17584], [-1.50208, 2.36382, 0.78331], [-3.16707, -1.97942, 5.22660], [-2.29372, -2.70508, 3.40096], [-0.28145, -2.76448, 4.15388], [-2.04478, -0.70180, 2.59536], [-3.28116, 0.10867, 2.33240], [-3.51537, 1.21584, 3.14723], [-4.62940, 2.02503, 2.99171], [-5.54812, 1.72922, 1.99905], [-5.33486, 0.63184, 1.18053], [-4.21702, -0.18999, 1.31767], [-4.04277, -1.32122, 0.35034], [-2.46926, -0.96611, -1.10686], [-2.86940, -2.77971, -2.20032], [-3.68347, 0.28399, -2.35654], [-2.59223, -1.13236, 5.60133], [-3.17776, -2.76832, 5.97742], [-4.19085, -1.65821, 5.04050], [-0.05909, -1.84771, 4.70170], [0.41258, -2.88106, 3.32019], [-0.16150, -3.61806, 4.82032], [-1.42746, -0.80731, 1.69990], [-1.44080, -0.19060, 3.34667], [-2.79625, 1.44545, 3.92624], [-4.77604, 2.87714, 3.64291], [-6.42605, 2.34666, 1.85995], [-6.05154, 0.40181, 0.40032], [-4.95769, -1.47567, -0.22344], [-3.80274, -2.26194, 0.84818], [-3.93963, -2.88201, -2.38062], [-2.51614, -3.64205, -1.63437], [-2.34529, -2.75288, -3.15514], [-4.61094, -0.22919, -2.61087], [-3.14378, 0.53409, -3.26940], [-3.90547, 1.20976, -1.82501], [5.51218, 3.48836, -1.49974], [4.45460, 2.74121, -2.17444], [3.39247, 2.30030, -1.18275], [3.73835, 2.43705, 0.09211], [2.33184, 1.85765, -1.54645], [5.33737, 4.48508, -1.51506], [6.41785, 3.32334, -1.91528], [4.63011, 2.85442, 0.07074], [4.86678, 1.81422, -2.57692], [3.95962, 3.26501, -2.99419], [1.34240, -1.05491, -0.30228], [2.16892, -1.97066, -0.51546], [1.86364, -3.38333, -0.09251], [0.53217, -3.76090, 0.06890], [0.20685, -5.03101, 0.51400], [1.21417, -5.94302, 0.81020], [2.54230, -5.57567, 0.65369], [2.86532, -4.30384, 0.19771], [3.50884, -1.74937, -1.17603], [4.43090, -0.88296, -0.60395], [5.66174, -0.66135, -1.20727], [5.97190, -1.28449, -2.40964], [5.05139, -2.14659, -2.99187], [3.83776, -2.39281, -2.36671], [-0.23457, -3.02463, -0.14725], [-0.83182, -5.31318, 0.63349], [0.96282, -6.93606, 1.16007], [3.33022, -6.28006, 0.88879], [3.90440, -4.02162, 0.07501], [4.17915, -0.39482, 0.32832], [6.38689, -0.00973, -0.73176], [6.93234, -1.11536, -2.88077], [5.28789, -2.64116, -3.92527], [3.13299, -3.08948, -2.80574], [1.65596, 4.95771, 2.81857], [1.47425, 3.09178, 2.59411], [1.79253, 2.21968, 3.61746], [1.66056, 0.86211, 3.36817], [1.22394, 0.44172, 2.12549], [0.91252, 1.29737, 1.14617], [1.03712, 2.60455, 1.37696], [2.13643, 2.58950, 4.57345], [1.89458, 0.13042, 4.12864], [1.12329, -0.60685, 1.87534], [0.78159, 3.26806, 0.56384]],
  "forces_ev_per_angstrom": [[0.25, -0.02, -0.41], [-0.01, 0.11, 0.26], [-0.03, 0.05, 0.03], [0.00, 0.00, 0.00], [0.00, 0.00, 0.01], [0.00, -0.01, 0.00], [0.01, -0.01, -0.02], [0.00, -0.01, 0.01], [-0.02, 0.00, -0.02], [-0.03, -0.01, -0.04], [-0.04, -0.01, 0.11], [0.03, -0.07, -0.04], [0.00, 0.00, -0.01], [0.00, 0.00, -0.01], [-0.01, 0.01, 0.00], [0.00, 0.01, 0.00], [0.00, 0.00, 0.01], [0.00, 0.01, 0.00], [0.02, -0.02, -0.01], [-0.13, 0.07, -0.01], [0.00, -0.02, -0.03], [0.02, 0.01, -0.18], [-0.10, -0.12, 0.01], [-0.03, -0.02, 0.04], [0.00, 0.02, 0.01], [-0.01, 0.01, -0.01], [0.04, 0.07, -0.05], [0.12, 0.01, 0.01], [0.01, -0.04, 0.11], [0.05, -0.01, 0.01], [-0.03, 0.00, 0.05], [0.01, 0.01, 0.02], [0.01, 0.00, 0.00], [-0.01, -0.01, 0.01], [-0.01, 0.01, -0.01], [0.00, 0.01, -0.02], [0.01, 0.02, 0.00], [0.00, 0.00, 0.00], [0.00, -0.03, -0.08], [0.06, 0.02, -0.02], [0.00, 0.01, 0.00], [0.00, 0.01, 0.00], [-0.01, 0.00, 0.00], [0.00, 0.00, 0.00], [-0.02, -0.02, 0.04], [0.07, -0.02, 0.03], [-0.01, 0.00, -0.01], [0.01, 0.00, -0.01], [0.01, 0.00, 0.00], [-0.02, -0.01, 0.01], [0.01, -0.01, -0.02], [0.00, 0.02, 0.01], [-0.03, 0.07, -0.01], [0.08, -0.09, 0.00], [-0.02, 0.07, -0.13], [-0.05, -0.03, 0.02], [0.00, 0.06, 0.21], [0.02, 0.00, -0.05], [-0.01, -0.02, 0.04], [0.01, -0.07, 0.01], [0.00, -0.01, -0.05], [0.00, 0.01, 0.04], [-0.26, -0.16, 0.04], [0.09, 0.18, -0.01], [0.04, -0.01, 0.04], [-0.06, -0.02, 0.07], [0.02, 0.02, 0.00], [0.02, -0.01, 0.01], [-0.02, -0.03, 0.01], [0.00, -0.02, -0.03], [-0.09, -0.06, -0.04], [0.04, 0.04, 0.00], [0.03, 0.05, -0.02], [0.00, 0.00, 0.02], [0.02, -0.01, 0.02], [-0.02, 0.04, 0.00], [0.02, -0.01, -0.01], [-0.02, -0.01, 0.00], [0.00, -0.01, 0.01], [0.00, -0.01, 0.00], [-0.01, -0.01, 0.00], [-0.02, 0.06, 0.05], [-0.01, 0.00, -0.01], [-0.01, 0.01, 0.00], [0.00, 0.00, -0.01], [-0.01, 0.00, -0.01], [-0.01, -0.01, 0.00], [0.01, 0.01, 0.03], [-0.01, -0.04, -0.04], [-0.02, 0.07, 0.02], [-0.04, -0.02, 0.05], [0.06, -0.07, 0.01], [0.01, -0.01, -0.02], [0.00, 0.00, 0.01], [0.01, -0.01, 0.00], [-0.02, 0.01, -0.02], [0.03, 0.00, -0.01]],
  "spin_multiplicity": 2,
  "s2": 0.762,
  "orbital_gap_ev": [7.18, 7.13],
  "largest_force_ev_per_a": 0.5
}

---

[2]
{
  "formula": "C42H45BrIrN8O2S",
  "method": "the ωB97M-V functional and the def2-TZVPD basis",
  "elements": ["Ir", "Br", "C", "C", "C", "C", "O", "C", "C", "N", "C", "C", "C", "C", "C", "C", "C", "C", "N", "C", "C", "H", "H", "H", "H", "H", "H", "H", "H", "H", "H", "C", "N", "C", "C", "N", "C", "C", "C", "C", "C", "C", "N", "C", "N", "C", "C", "N", "C", "C", "N", "C", "C", "H", "H", "H", "H", "H", "H", "H", "H", "H", "H", "H", "H", "H", "H", "H", "H", "H", "H", "H", "H", "H", "H", "H", "H", "H", "H", "H", "H", "C", "C", "O", "S", "C", "C", "C", "C", "C", "C", "C", "C", "H", "H", "H", "H", "H", "H", "H"],
  "positions_angstrom": [[0.24244, -0.32284, 0.03759], [-2.10263, -4.27210, 5.82954], [-1.44992, -3.59771, 4.19895], [-0.54306, -4.34948, 3.44512], [-0.05046, -3.86517, 2.25498], [-0.42617, -2.60530, 1.77094], [0.03887, -2.23139, 0.58744], [-1.34498, -1.84606, 2.53378], [-1.76807, -0.52218, 2.20601], [-1.30452, 0.22582, 1.26061], [-1.61160, 1.61402, 1.18169], [-2.48397, 2.30045, 1.98515], [-2.71690, 3.67560, 1.78051], [-2.09755, 4.35232, 0.76956], [-1.18498, 3.67602, -0.07191], [-0.54410, 4.28854, -1.17312], [0.28612, 3.55182, -1.96749], [0.54062, 2.21294, -1.63081], [-0.00327, 1.62699, -0.58681], [-0.91632, 2.31756, 0.16984], [-1.85096, -2.37140, 3.74290], [-0.22772, -5.31947, 3.80597], [0.64618, -4.45220, 1.67112], [-2.52499, -0.10168, 2.86293], [-3.01625, 1.80815, 2.78702], [-3.40912, 4.18950, 2.43282], [-2.29992, 5.40099, 0.59686], [-0.73511, 5.33288, -1.38548], [0.76609, 3.97738, -2.83673], [1.21350, 1.61349, -2.22922], [-2.55034, -1.78400, 4.32489], [5.19067, -2.18630, -0.72013], [3.73826, -2.04054, -0.63190], [2.96858, -3.27291, -0.79070], [3.14239, -0.85270, -0.57517], [1.84629, -0.71655, -1.08682], [1.62507, -0.98353, -2.42118], [2.64630, -1.06194, -3.38496], [2.32458, -1.30409, -4.69800], [0.98146, -1.45115, -5.07737], [-0.03211, -1.35742, -4.14736], [0.26757, -1.13142, -2.79945], [-0.68225, -0.97360, -1.80144], [-1.84254, -1.66272, -1.86638], [-2.96575, -1.07454, -1.43143], [-4.03224, -1.81221, -0.76366], [-3.11730, 0.37260, -1.43550], [-1.92167, -2.91850, -2.33583], [-3.09288, -3.41342, -3.05434], [-0.78558, -3.82821, -2.32301], [3.75011, 0.20121, -0.06357], [3.30934, 1.56076, -0.36025], [4.71578, 0.09240, 1.03018], [5.40065, -2.92702, -1.49109], [5.62733, -2.52719, 0.21791], [5.64476, -1.24286, -1.01135], [2.90407, -3.55914, -1.84338], [1.97709, -3.14166, -0.36840], [3.48221, -4.06144, -0.24250], [3.68006, -0.91721, -3.09447], [3.10605, -1.35992, -5.44288], [0.73557, -1.61947, -6.11715], [-1.06629, -1.44107, -4.45772], [-4.96342, -1.76738, -1.32986], [-4.20418, -1.36398, 0.21698], [-3.74329, -2.84900, -0.62163], [-2.37891, 0.82252, -2.09434], [-3.01391, 0.78932, -0.43330], [-4.11519, 0.61489, -1.80277], [-3.81485, -2.61660, -3.20280], [-3.56713, -4.23699, -2.51949], [-2.76886, -3.77826, -4.03091], [-0.08798, -3.51726, -1.55370], [-0.28876, -3.86694, -3.29577], [-1.15289, -4.82498, -2.07910], [2.86988, 1.60346, -1.35145], [4.18449, 2.20821, -0.34512], [2.59432, 1.89623, 0.39262], [5.73230, 0.29570, 0.69487], [4.65545, -0.89526, 1.47616], [4.43064, 0.82458, 1.78468], [1.81735, -0.34893, 10.90304], [1.67945, -0.30197, 9.40653], [0.67485, -0.52852, 8.79604], [3.23177, 0.17447, 8.61545], [2.76362, 0.18898, 6.91344], [1.74670, 1.01096, 6.43826], [1.41760, 0.99328, 5.09606], [2.10452, 0.17099, 4.19902], [3.13989, -0.62945, 4.68056], [3.46074, -0.62571, 6.02736], [1.69118, 0.13311, 2.82334], [1.29360, 0.04802, 1.68176], [0.87292, -0.66529, 11.33794], [2.08330, 0.64024, 11.27794], [2.61211, -1.03840, 11.18658], [1.21059, 1.65646, 7.11824], [0.62278, 1.62960, 4.72748], [3.67604, -1.28273, 4.00465], [4.24622, -1.26977, 6.40057]],
  "forces_ev_per_angstrom": [[-0.59, 0.56, 0.19], [-0.01, -0.01, 0.02], [-0.04, 0.07, -0.01], [0.04, -0.01, -0.06], [-0.04, -0.07, 0.06], [0.00, 0.13, -0.34], [0.31, -0.54, 0.32], [-0.03, 0.11, -0.05], [0.02, -0.09, 0.14], [0.05, 0.04, -0.21], [0.14, 0.00, 0.18], [-0.04, 0.01, -0.02], [0.00, 0.00, 0.00], [-0.01, 0.00, -0.01], [0.00, -0.01, 0.00], [0.00, 0.01, 0.00], [0.02, -0.01, -0.02], [-0.18, 0.07, -0.02], [0.09, -0.02, 0.13], [0.06, 0.07, 0.00], [0.00, -0.08, 0.06], [0.00, 0.00, 0.00], [0.00, 0.01, 0.00], [0.05, -0.01, 0.04], [-0.01, 0.01, -0.02], [0.00, 0.00, 0.00], [0.01, 0.00, 0.00], [-0.01, 0.00, 0.00], [0.00, 0.01, 0.00], [-0.16, 0.03, -0.05], [0.01, 0.01, 0.00], [0.03, 0.01, -0.01], [-0.16, 0.08, 0.01], [-0.02, -0.05, 0.00], [0.14, 0.02, -0.05], [0.16, -0.32, -0.76], [0.27, 0.20, 0.71], [0.09, -0.10, -0.39], [0.24, 0.06, 0.26], [-0.34, -0.01, 0.06], [0.12, -0.07, -0.30], [-0.54, 0.14, 0.24], [0.50, -0.21, -0.19], [-0.46, -0.03, -0.09], [0.14, 0.01, 0.10], [-0.03, -0.01, 0.00], [-0.08, 0.03, -0.03], [0.11, 0.09, -0.04], [-0.03, -0.01, 0.01], [0.01, -0.04, 0.00], [0.00, 0.03, -0.06], [0.11, -0.01, 0.03], [0.00, 0.01, 0.09], [-0.01, -0.01, -0.01], [-0.01, -0.01, -0.01], [0.00, -0.02, 0.00], [0.01, 0.00, 0.01], [-0.10, 0.01, 0.01], [-0.01, 0.01, 0.00], [-0.02, 0.01, 0.00], [-0.01, 0.00, -0.01], [0.01, 0.00, 0.00], [0.02, 0.01, -0.01], [0.00, -0.01, 0.00], [0.01, 0.02, -0.01], [0.00, 0.02, 0.03], [0.00, 0.00, 0.02], [-0.11, -0.10, -0.16], [0.00, 0.00, -0.04], [0.01, 0.00, -0.02], [-0.01, 0.01, -0.01], [0.01, -0.01, 0.01], [0.09, 0.01, 0.07], [-0.03, -0.01, 0.02], [0.01, 0.01, 0.02], [0.20, -0.03, 0.12], [0.02, -0.01, 0.01], [0.02, -0.01, 0.00], [-0.01, 0.01, 0.00], [0.00, 0.02, 0.03], [-0.01, -0.02, 0.02], [-0.04, -0.02, 0.00], [-0.01, 0.06, 0.00], [0.02, 0.01, -0.03], [0.02, 0.07, 0.07], [0.04, -0.10, -0.08], [0.03, -0.03, -0.01], [-0.01, 0.06, 0.01], [-0.06, 0.09, 0.05], [-0.01, -0.03, -0.05], [-0.03, 0.02, 0.01], [0.20, -0.10, -0.05], [-0.20, 0.04, 0.07], [0.01, -0.02, 0.00], [0.01, -0.01, -0.01], [0.01, -0.01, 0.01], [-0.01, 0.00, 0.04], [0.00, -0.01, 0.00], [-0.01, -0.01, -0.03], [0.00, 0.01, 0.00]],
  "spin_multiplicity": 2,
  "s2": 0.766,
  "orbital_gap_ev": [6.15, 4.25],
  "largest_force_ev_per_a": 0.8,
  "charge": 2
}

---

Energy above the lowest of the compared OMol25 structures with the same formula, charge and spin, respectively: 0.0 3.5 kcal per mole.